Run a
The following is a DFT calculation (ωB97M-V/def2-TZVPD) of a cluster of 5 separate species, H9O4S in total.

As for the HOMO energy: -4.3 eV.

The geometry in ORCA input format:
```
! RIJCOSX wB97M-V def2-TZVPD def2/J DEFGRID3
* xyz -1 1
S 1.058 1.795 -0.322
H 0.993 2.309 0.916
H -1.217 2.337 -0.660
H -1.917 2.802 0.668
O -2.115 2.541 -0.255
H -0.020 -0.829 1.017
H 0.990 -0.103 0.122
O 0.549 -1.081 0.277
H -1.180 -0.967 -1.324
H -2.126 0.235 -1.420
O -2.096 -0.777 -1.509
H 3.060 -2.629 1.154
H 1.711 -2.445 0.612
O 2.311 -3.188 0.726
*
```

Charges computed using natural (NBO), reported in e: S -0.912; H 0.100; H 0.504; H 0.464; O -1.006; H 0.464; H 0.472; O -1.058; H 0.490; H 0.482; O -0.976; H 0.446; H 0.502; O -0.973


Run b
The following is a DFT calculation (ωB97M-V/def2-TZVPD) of a cluster of 5 separate species, H9O4S in total.

As for the HOMO energy: -3.5 eV.

The geometry in ORCA input format:
```
! RIJCOSX wB97M-V def2-TZVPD def2/J DEFGRID3
* xyz -1 1
S 1.190 -0.413 0.474
H 1.996 0.437 -0.186
H 0.632 -2.189 3.386
H 0.144 -1.704 2.046
O -0.176 -2.092 2.876
H 1.305 2.818 0.184
H 0.767 4.050 -0.528
O 0.939 3.695 0.348
H -2.853 -1.743 0.002
H -3.440 -0.484 0.560
O -3.551 -1.440 0.601
H 1.320 0.425 -3.096
H 0.711 -1.037 -3.049
O 1.013 -0.322 -3.616
*
```

Charges computed using natural (NBO), reported in e: S -1.071; H 0.089; H 0.456; H 0.499; O -0.964; H 0.490; H 0.454; O -0.949; H 0.475; H 0.469; O -0.944; H 0.480; H 0.490; O -0.973


Which of them is most stable, and which least? Most stable: run a; least stable: run b.


Run a
The following is a DFT calculation (ωB97M-V/def2-TZVPD) of a cluster of 4 separate species, CH7O5 in total.

As for the HOMO energy: -5.3 eV.

The geometry in ORCA input format:
```
! RIJCOSX wB97M-V def2-TZVPD def2/J DEFGRID3
* xyz -1 1
O -0.949 0.595 0.235
C 0.120 0.168 0.762
O 1.104 0.812 1.157
H 0.282 -0.913 0.541
H 3.064 0.467 0.192
H 3.627 1.282 1.340
O 3.857 0.945 0.466
H -1.733 -1.141 0.111
H -2.852 -1.817 0.971
O -2.312 -1.927 0.189
H -0.720 0.787 -2.023
H -1.944 0.288 -1.533
O -1.544 0.454 -2.409
*
```

Charges computed using natural (NBO), reported in e: O -0.832; C 0.625; O -0.769; H 0.018; H 0.494; H 0.475; O -0.973; H 0.501; H 0.456; O -0.989; H 0.475; H 0.491; O -0.973


Run b
The following is a DFT calculation (ωB97M-V/def2-TZVPD) of a cluster of 4 separate species, CH7O5 in total.

As for the HOMO energy: -5.1 eV.

The geometry in ORCA input format:
```
! RIJCOSX wB97M-V def2-TZVPD def2/J DEFGRID3
* xyz -1 1
O -0.082 -2.196 0.445
C -0.838 -1.665 -0.369
O -1.364 -0.512 -0.315
H -1.156 -2.227 -1.282
H -1.517 0.600 1.293
H -2.838 1.334 1.305
O -1.906 1.479 1.480
H -0.268 0.940 -0.457
H -0.151 2.453 -0.305
O 0.130 1.736 -0.875
H 3.192 -1.359 -0.049
H 3.078 0.065 -0.469
O 3.721 -0.648 -0.403
*
```

Charges computed using natural (NBO), reported in e: O -0.752; C 0.639; O -0.849; H 0.012; H 0.508; H 0.458; O -0.987; H 0.507; H 0.460; O -0.995; H 0.478; H 0.481; O -0.959


Which of them is most stable, and which least? Most stable: run b; least stable: run a.


Run a
The following is a DFT calculation (ωB97M-V/def2-TZVPD) of a cluster of 8 separate species, F6H14O7P in total.

As for the HOMO energy: -8.1 eV.

The geometry in ORCA input format:
```
! RIJCOSX wB97M-V def2-TZVPD def2/J DEFGRID3
* xyz -1 1
P -0.166 0.533 -0.420
F 0.856 1.781 -0.677
F 0.136 0.689 1.135
F -1.270 1.721 -0.178
F -1.337 -0.556 -0.236
F -0.460 0.503 -1.985
F 0.884 -0.755 -0.527
O -2.519 2.601 1.828
H -2.120 2.404 0.981
H -2.953 1.787 2.085
O 2.059 0.296 3.460
H 1.387 -0.286 3.815
H 1.571 0.942 2.950
O -0.678 -2.451 2.121
H -0.713 -3.302 1.684
H -0.767 -1.814 1.412
O -0.813 -1.809 -3.079
H -1.437 -1.245 -3.537
H -0.200 -1.202 -2.665
O 2.616 -2.756 0.354
H 2.121 -2.084 -0.115
H 2.612 -3.511 -0.234
O 3.590 1.558 -1.150
H 3.351 2.323 -0.626
H 2.929 0.901 -0.931
O -3.231 1.421 -1.740
H -2.932 1.085 -2.586
H -2.514 1.225 -1.137
*
```

Charges computed using natural (NBO), reported in e: P 2.610; F -0.586; F -0.582; F -0.600; F -0.588; F -0.587; F -0.604; O -0.966; H 0.487; H 0.458; O -0.948; H 0.471; H 0.478; O -0.951; H 0.462; H 0.485; O -0.951; H 0.459; H 0.485; O -0.944; H 0.486; H 0.454; O -0.949; H 0.468; H 0.480; O -0.958; H 0.454; H 0.480


Run b
The following is a DFT calculation (ωB97M-V/def2-TZVPD) of a cluster of 8 separate species, F6H14O7P in total.

As for the HOMO energy: -8.3 eV.

The geometry in ORCA input format:
```
! RIJCOSX wB97M-V def2-TZVPD def2/J DEFGRID3
* xyz -1 1
P 10.239 -0.518 -21.121
F 10.933 -0.190 -19.644
F 9.223 0.682 -20.723
F 11.395 0.358 -21.767
F 9.765 -0.785 -22.657
F 11.202 -1.854 -21.118
F 9.090 -1.534 -20.585
O 10.355 2.105 -18.199
H 10.626 1.375 -18.785
H 10.526 1.779 -17.311
O 7.373 2.516 -22.466
H 7.765 1.736 -22.056
H 6.918 2.961 -21.743
O 9.825 -1.972 -17.718
H 10.050 -1.354 -18.434
H 9.834 -2.835 -18.139
O 8.167 -3.423 -22.565
H 8.573 -3.202 -21.719
H 8.446 -2.709 -23.148
O 12.332 0.708 -24.297
H 11.646 0.471 -23.650
H 11.986 0.405 -25.142
O 7.200 2.561 -19.200
H 7.641 3.369 -19.480
H 7.918 1.918 -19.102
O 13.834 -1.588 -19.762
H 12.994 -1.290 -20.143
H 14.246 -2.096 -20.466
*
```

Charges computed using natural (NBO), reported in e: P 2.605; F -0.616; F -0.587; F -0.579; F -0.591; F -0.602; F -0.593; O -0.973; H 0.496; H 0.465; O -0.958; H 0.486; H 0.469; O -0.961; H 0.487; H 0.464; O -0.962; H 0.485; H 0.474; O -0.955; H 0.492; H 0.456; O -0.961; H 0.465; H 0.496; O -0.955; H 0.492; H 0.459


Which of them is most stable, and which least? Most stable: run b; least stable: run a.


Run a
The following is a DFT calculation (ωB97M-V/def2-TZVPD) of a structure of composition C23H40ClN5RuS.

As for the HOMO energy (alpha / beta): 2.3 / -3.4 eV.

The geometry in ORCA input format:
```
! RIJCOSX wB97M-V def2-TZVPD def2/J DEFGRID3
* xyz -2 5
Ru 0.046 0.099 -0.016
Cl 0.151 0.231 -2.450
C 2.263 -3.657 -0.167
C 1.383 -1.590 -0.202
N 1.102 -2.927 -0.274
H 4.313 -2.957 0.146
N 2.730 -1.524 -0.032
H 2.290 -4.718 -0.214
C -0.229 -3.544 -0.369
C -0.059 -5.006 -0.731
C -0.943 -3.481 0.984
H 0.406 -5.577 0.080
H -1.052 -5.436 -0.899
H 0.531 -5.137 -1.644
H -1.940 -3.409 -1.644
H -0.448 -2.779 -2.394
H -0.799 -2.510 1.474
C -1.014 -2.840 -1.457
H -0.528 -4.237 1.666
H -2.021 -3.661 0.855
H -1.295 -1.803 -1.210
C 3.267 -2.775 0.015
C 3.592 0.081 1.592
H 3.843 -0.796 2.199
H 4.357 0.858 1.735
C 3.542 -0.301 0.115
H 3.311 1.775 -0.487
C 4.951 -0.614 -0.345
H 4.974 -1.064 -1.340
H 2.616 0.441 1.931
H 1.794 0.812 -0.546
H 5.466 -1.266 0.366
H 5.499 0.327 -0.391
C 2.901 0.781 -0.729
H 3.030 0.579 -1.803
C -3.276 2.777 -0.245
N -2.742 1.526 -0.127
H -2.285 4.727 -0.254
N -1.101 2.952 -0.069
H -4.325 2.953 -0.344
C -3.555 0.298 -0.219
C -4.987 0.632 0.159
C -3.536 -0.201 -1.667
H -5.483 1.259 -0.593
H -5.547 -0.306 0.223
H -5.040 1.129 1.133
H -3.499 -1.703 0.590
H -3.105 -0.424 1.781
H -2.531 -0.153 -2.102
C -2.990 -0.733 0.733
H -4.194 0.417 -2.290
H -3.904 -1.237 -1.688
H -1.899 -0.883 0.555
C -2.259 3.659 -0.205
C 0.912 3.403 -1.386
H 0.419 4.049 -2.126
H 1.980 3.659 -1.305
C 0.237 3.566 -0.026
H 2.045 3.375 1.118
C 0.078 5.050 0.224
H -0.485 5.262 1.139
H 0.817 2.381 -1.762
H 1.123 1.829 1.032
H -0.406 5.546 -0.627
H 1.081 5.475 0.328
C 1.032 2.937 1.101
H 0.564 3.143 2.072
C -1.377 1.616 -0.017
S 0.251 -0.572 2.242
C 0.015 -0.018 3.830
N -0.059 0.237 4.977
*
```

Charges computed using Mulliken, reported in e: Ru -2.286; Cl -0.340; C -0.558; C -0.230; N 0.025; H 0.354; N 0.086; H -0.149; C 4.544; C -3.792; C -1.532; H 0.586; H 0.449; H 0.618; H 0.467; H 0.358; H -0.209; C -1.740; H 0.291; H 0.393; H -0.094; C -0.301; C -1.842; H 0.244; H 0.441; C 4.518; H 0.571; C -3.647; H 0.524; H -0.112; H -1.512; H 0.617; H 0.443; C 0.045; H 0.375; C -0.144; N -0.383; H -0.084; N -0.388; H -0.057; C 4.284; C -3.646; C -1.952; H 0.687; H 0.425; H 0.518; H 0.509; H 0.375; H -0.016; C -0.605; H 0.414; H 0.354; H -0.988; C -0.364; C -1.881; H 0.436; H 0.370; C 4.168; H 0.498; C -3.652; H 0.577; H -0.041; H -0.815; H 0.663; H 0.400; C -1.013; H 0.422; C 1.794; S 0.017; C 0.279; N -0.763


Run b
The following is a DFT calculation (ωB97M-V/def2-TZVPD) of a structure of composition C23H40ClN5RuS.

As for the HOMO energy (alpha / beta): 2.4 / -2.7 eV.

The geometry in ORCA input format:
```
! RIJCOSX wB97M-V def2-TZVPD def2/J DEFGRID3
* xyz -2 5
Ru -0.025 -0.006 0.038
Cl -2.217 0.057 -0.842
C 0.925 3.753 -1.844
C 0.281 1.972 -0.651
N 0.757 2.395 -1.857
H 0.540 5.213 -0.263
N 0.100 3.117 0.065
H 1.275 4.322 -2.692
C 1.149 1.541 -3.012
C 1.368 2.441 -4.220
C 2.460 0.833 -2.672
H 2.243 3.093 -4.099
H 1.566 1.798 -5.085
H 0.476 3.037 -4.450
H 0.266 0.069 -4.274
H -0.938 1.098 -3.407
H 2.461 0.417 -1.655
C 0.023 0.566 -3.320
H 3.303 1.532 -2.757
H 2.620 0.022 -3.393
H -0.073 -0.216 -2.546
C 0.563 4.207 -0.639
C 0.760 3.015 2.415
H 1.611 3.656 2.150
H 0.442 3.284 3.431
C -0.405 3.224 1.453
H -1.720 2.044 2.680
C -0.974 4.620 1.646
H -1.699 4.876 0.862
H 1.094 1.971 2.426
H -1.060 1.170 1.227
H -0.181 5.380 1.676
H -1.485 4.657 2.615
C -1.456 2.157 1.621
H -2.343 2.372 1.016
C -0.753 -4.214 0.549
N -0.189 -3.139 -0.087
H -1.736 -4.324 2.498
N -0.992 -2.422 1.780
H -0.736 -5.213 0.151
C 0.356 -3.213 -1.466
C 0.839 -4.633 -1.713
C -0.758 -2.896 -2.460
H 0.000 -5.336 -1.788
H 1.360 -4.660 -2.676
H 1.538 -4.973 -0.940
H 1.812 -2.115 -2.603
H 2.340 -2.528 -0.946
H -1.322 -2.000 -2.166
C 1.486 -2.211 -1.559
H -1.445 -3.749 -2.548
H -0.307 -2.721 -3.447
H 1.160 -1.203 -1.180
C -1.249 -3.769 1.719
C -2.734 -0.832 2.443
H -3.570 -1.542 2.407
H -2.979 -0.048 3.169
C -1.458 -1.541 2.875
H -0.694 0.176 3.916
C -1.799 -2.404 4.073
H -0.953 -3.026 4.385
H -2.649 -0.381 1.449
H -0.001 -0.035 2.262
H -2.675 -3.034 3.871
H -2.062 -1.743 4.905
C -0.338 -0.565 3.184
H 0.535 -1.107 3.576
C -0.357 -2.006 0.650
S 4.158 -0.195 2.034
C 2.769 -0.091 1.295
N 1.694 0.004 0.749
*
```

Charges computed using Mulliken, reported in e: Ru -1.479; Cl -0.381; C -0.282; C -0.046; N 0.063; H 0.203; N 0.163; H -0.210; C 4.386; C -3.723; C -1.843; H 0.604; H 0.407; H 0.616; H 0.424; H 0.362; H -0.092; C -1.756; H 0.424; H 0.383; H -0.116; C -0.501; C -1.947; H 0.302; H 0.435; C 4.556; H 0.568; C -3.688; H 0.508; H -0.085; H -1.450; H 0.619; H 0.420; C 0.120; H 0.458; C -0.270; N -0.133; H 0.008; N -0.123; H -0.008; C 4.376; C -3.758; C -1.953; H 0.631; H 0.406; H 0.592; H 0.554; H 0.417; H -0.061; C -0.514; H 0.445; H 0.355; H -1.140; C -0.557; C -1.783; H 0.437; H 0.387; C 3.819; H 0.516; C -3.572; H 0.589; H -0.049; H -1.055; H 0.610; H 0.404; C -0.719; H 0.420; C 0.993; S -0.479; C 0.629; N -0.835


Which of them is most stable, and which least? Most stable: run b; least stable: run a.


Run a
The following is a DFT calculation (ωB97M-V/def2-TZVPD) of a cluster of 2 separate species, C5H6F2 in total.

As for the HOMO energy: -9.7 eV.

The geometry in ORCA input format:
```
! RIJCOSX wB97M-V def2-TZVPD def2/J DEFGRID3
* xyz 0 1
C -1.702 1.211 -0.593
C -1.077 0.389 -0.017
C 2.822 -0.319 -0.791
C 3.118 0.902 -0.305
C -0.494 -0.616 0.902
F 2.986 -1.398 -0.050
F 3.553 0.986 0.933
H -2.143 2.014 -1.149
H 2.164 -0.351 -1.609
H 2.880 1.812 -0.811
H -1.086 -0.633 1.875
H 0.529 -0.458 1.015
H -0.589 -1.609 0.277
*
```

Charges computed using natural (NBO), reported in e: C -0.279; C 0.010; C 0.128; C 0.150; C -0.686; F -0.313; F -0.316; H 0.237; H 0.174; H 0.179; H 0.246; H 0.234; H 0.236


Run b
The following is a DFT calculation (ωB97M-V/def2-TZVPD) of the molecule C5H6F2.

As for the HOMO energy: -10.3 eV.

The geometry in ORCA input format:
```
! RIJCOSX wB97M-V def2-TZVPD def2/J DEFGRID3
* xyz 0 1
C -0.318 -0.557 0.278
C -1.021 0.189 -0.815
C -1.899 1.137 -0.576
C 1.205 -0.719 0.018
C 2.146 -0.116 0.702
H -0.837 -0.166 -1.846
H -2.477 1.622 -1.357
H -2.091 1.460 0.447
H 1.380 -1.471 -0.741
H 3.183 -0.218 0.402
H 1.884 0.498 1.586
F -0.396 0.178 1.431
F -0.758 -1.835 0.471
*
```

Charges computed using natural (NBO), reported in e: C 0.630; C -0.269; C -0.333; C -0.241; C -0.368; H 0.217; H 0.206; H 0.212; H 0.205; H 0.207; H 0.217; F -0.348; F -0.334


Which of them is most stable, and which least? Most stable: run b; least stable: run a.


Run a
The following is a DFT calculation (ωB97M-V/def2-TZVPD) of a cluster of 2 separate species, C2H4Cl4 in total.

As for the HOMO energy: -10.8 eV.

The geometry in ORCA input format:
```
! RIJCOSX wB97M-V def2-TZVPD def2/J DEFGRID3
* xyz 0 1
C 2.350 0.464 0.060
Cl 2.588 -0.893 -1.060
Cl 3.493 1.717 -0.413
H 1.335 0.808 -0.136
H 2.482 0.120 1.086
C -2.580 -0.376 0.114
Cl -2.255 -1.995 0.647
Cl -1.102 0.330 -0.545
H -3.338 -0.427 -0.668
H -2.973 0.251 0.914
*
```

Charges computed using natural (NBO), reported in e: C -0.393; Cl -0.039; Cl -0.021; H 0.225; H 0.226; C -0.410; Cl 0.000; Cl -0.036; H 0.224; H 0.225


Run b
The following is a DFT calculation (ωB97M-V/def2-TZVPD) of a cluster of 2 separate species, C2H4Cl4 in total.

As for the HOMO energy: -11.0 eV.

The geometry in ORCA input format:
```
! RIJCOSX wB97M-V def2-TZVPD def2/J DEFGRID3
* xyz 0 1
C 2.270 -1.041 -0.027
Cl 3.303 0.029 0.881
Cl 0.687 -1.245 0.722
H 2.070 -0.641 -1.021
H 2.699 -2.041 -0.078
C -2.194 0.865 -0.087
Cl -1.042 1.954 0.835
Cl -3.160 1.660 -1.430
H -1.716 -0.048 -0.440
H -2.917 0.509 0.647
*
```

Charges computed using natural (NBO), reported in e: C -0.409; Cl 0.002; Cl -0.040; H 0.225; H 0.224; C -0.358; Cl -0.039; Cl -0.047; H 0.225; H 0.216


Which of them is most stable, and which least? Most stable: run a; least stable: run b.